C19H41Br4LiN5O4 | wB97M-V/def2-TZVPD

Last column: Mulliken charge in e.
Cartesian coordinates (Å):
C 4.544271 6.378356 -1.254239  -1.29
C 3.201436 5.873253 -0.768291  -0.14
O 3.351607 5.036530 0.346275  -0.34
C 2.132621 4.373860 0.678407  -1.00
C 1.899972 3.141936 -0.220825  -0.40
C 2.334541 1.816859 0.475867  -0.10
C 3.643134 1.334775 -0.124851  -0.92
C 3.969508 -0.144272 0.199374  -0.07
C 5.402703 -0.367429 -0.114776  0.19
N 6.343765 -0.063972 0.773981  -0.57
C 7.502954 -0.344529 0.152304  0.53
N 8.661730 -0.153935 0.773411  -0.36
N 7.284313 -0.816806 -1.078724  -0.14
N 5.928686 -0.832053 -1.247436  0.01
H 5.157157 6.787510 -0.452531  0.31
H 4.395250 7.133502 -2.025146  0.39
H 5.123780 5.573068 -1.712140  0.28
H 2.573893 6.748042 -0.551730  0.30
H 2.720501 5.346279 -1.601976  0.30
H 2.190052 4.069353 1.723030  0.35
H 1.319256 5.089454 0.596501  0.47
H 2.558046 3.303803 -1.085854  0.20
H 0.865155 3.015384 -0.648451  0.56
H 2.433366 2.053879 1.535331  0.51
H 1.521343 1.092204 0.378917  -0.23
H 4.440559 1.941160 0.311468  0.35
H 3.682417 1.456310 -1.207837  0.43
H 3.319553 -0.807001 -0.374335  0.11
H 3.861038 -0.383937 1.254512  0.33
H 8.631559 0.364340 1.634319  0.25
H 9.542039 -0.546708 0.495014  0.22
H 7.967860 -1.097275 -1.761150  0.20
H 5.439341 -1.119348 -2.077959  0.25
Br -0.693198 3.814777 0.014827  -0.84
C -4.357255 -1.242826 1.485900  -0.47
O -4.038484 -2.255424 0.552589  -0.36
C -4.433205 -1.947920 -0.778622  -0.64
C -3.228574 -1.704429 -1.663487  -0.43
N -2.536104 -0.452540 -1.343458  -0.08
C -1.229843 -0.298911 -2.003768  -0.52
C -0.127504 -1.297368 -1.666125  -0.68
O 0.359719 -1.210775 -0.341130  -0.31
C -0.392733 -1.928255 0.627014  -0.38
H -4.165976 -1.638485 2.482592  0.29
H -3.731530 -0.354494 1.347784  -0.04
H -5.411393 -0.959511 1.418196  0.42
H -5.129398 -1.105186 -0.807633  0.38
H -4.963173 -2.821928 -1.156477  0.34
H -3.560954 -1.665240 -2.703583  0.38
H -2.557691 -2.562592 -1.546517  0.19
H -2.392366 -0.409985 -0.339241  -0.08
H -0.854643 0.696856 -1.741049  0.13
H -1.388097 -0.299829 -3.085428  0.45
H 0.723490 -1.053993 -2.308423  0.38
H -0.406225 -2.329130 -1.908470  0.44
H -0.847385 -2.828950 0.208596  0.36
H -1.162602 -1.295776 1.075617  -0.16
H 0.289672 -2.223684 1.423871  0.32
C -5.691265 -5.507323 0.085690  -0.69
C -7.033909 -4.952261 -0.328780  0.93
O -7.150716 -3.841359 -0.794107  -0.53
C -8.230283 -5.850105 -0.134606  -1.28
H -4.915518 -4.768535 -0.099735  -0.06
H -5.699497 -5.745364 1.150054  0.30
H -5.467742 -6.408023 -0.488190  0.36
H -8.341171 -6.102216 0.921022  0.33
H -8.109838 -6.764545 -0.717201  0.33
H -9.126843 -5.334363 -0.469748  0.33
C -3.106480 1.332856 4.304517  -0.36
Br -2.497290 2.533099 5.669755  -0.03
Br -4.508479 2.112331 3.236659  -0.04
Br -1.652346 0.710217 3.204642  0.10
H -3.525348 0.468695 4.798986  0.39
Li -2.651228 2.239904 -0.602993  0.81

Atoms 1-2, force components in eV/Å:
0.3 -0.4 -0.1
0.2 0.5 -0.6

Summary:
Charge: +1
ΔE to the lowest compared entry with this formula, charge and spin (kJ/mol): 0.0
HOMO (hartree): -0.3378
Strongest force on any atom (hartree/bohr): 0.0979
Orbital gap (eV): 6.56

=====

C4H10N2O | wB97M-V/def2-TZVPD

Last column: Mulliken charge in e.
Cartesian coordinates (Å):
C 0.828311 0.136485 -0.102381  -0.16
C -0.160219 -1.489852 0.475790  -0.76
C 0.579524 1.371801 -0.971433  -1.32
C -0.935981 -0.244400 0.392747  1.00
N -1.893537 -0.598595 -0.607047  -0.43
N 1.564424 0.566890 1.078540  -0.69
O -1.318608 0.265013 1.491499  -0.68
H 1.531638 -0.472219 -0.689733  0.45
H -1.675815 -0.642252 -1.590472  0.18
H -2.859291 -0.502937 -0.327504  0.21
H 0.917449 1.016437 1.720788  0.31
H 2.007295 -0.214685 1.548854  0.29
H 0.298657 -2.181583 -0.228235  0.29
H -0.449908 -2.067936 1.348491  0.29
H 1.518920 1.880804 -1.176441  0.41
H 0.117180 1.110155 -1.923444  0.32
H -0.070040 2.066875 -0.440018  0.31

Atoms 1-2, force components in eV/Å:
3.8 0.9 1.3
0.4 -0.1 0.3

Summary:
ΔE to the lowest compared entry with this formula, charge and spin (kJ/mol): 628.2
HOMO (spin up / spin down) (hartree): -0.2708 / -0.2793
Strongest force on any atom (hartree/bohr): 0.1173
Orbital gap (spin up / spin down) (eV): 7.24 / 7.09

=====

C4H10NO3 | wB97M-V/def2-TZVPD

Last column: Mulliken charge in e.
Cartesian coordinates (Å):
O 2.113794 -0.471887 -1.280561  -0.74
C 1.349923 -0.228327 -0.317230  0.44
N 1.005399 0.994071 0.048612  -0.06
C 0.043698 1.421329 1.184861  -0.42
O -0.811062 2.323233 0.721178  -0.90
C 0.780278 -1.460148 0.356379  -0.51
C -0.526118 -1.855655 -0.293637  -1.02
H 1.309224 1.766632 -0.525260  0.27
H 0.706907 1.833104 1.965494  0.24
H -0.466366 0.454182 1.411898  0.19
H 1.503510 -2.291037 0.279850  0.27
H 0.796499 -1.199928 1.421214  0.38
H -0.778599 -2.908238 -0.092232  0.32
H -0.456306 -1.631050 -1.360328  0.27
H -1.425460 -1.304464 -0.026352  0.31
H -1.738813 1.844655 -0.440262  0.46
H -1.289775 1.192992 -1.711024  0.26
O -2.116732 1.520538 -1.342596  -0.76

Atoms 1-2, force components in eV/Å:
-0.3 0.6 0.3
1.3 -1.2 -1.9

Summary:
Charge: -1
ΔE to the lowest compared entry with this formula, charge and spin (kJ/mol): 149.3
HOMO (hartree): -0.1491
Strongest force on any atom (hartree/bohr): 0.0511
Orbital gap (eV): 7.96

=====

C12H24N6O2ReSbSe4 | wB97M-V/def2-TZVPD

Last column: Mulliken charge in e.
Cartesian coordinates (Å):
Re -0.246509 0.042868 0.211102  0.68
Se -2.103072 -0.745285 4.711129  -0.47
Sb -2.468898 0.701706 2.892186  0.89
Se -2.489771 -0.701748 0.597258  -0.42
Se -0.068831 1.521818 2.071236  -0.51
Se -4.010825 2.450224 2.675529  -0.48
C -0.708869 -3.191896 2.195904  -1.06
N 0.454337 -2.550723 2.781892  0.43
C 0.886216 -2.851085 4.148012  -0.49
C 2.379685 -2.497758 4.119205  -0.65
N 2.535036 -1.811733 2.828930  0.01
C 3.644017 -0.915382 2.578112  -1.12
C 1.387756 -1.861195 2.142865  0.03
N 1.131229 -1.288130 0.944087  0.49
C 2.661397 -0.315787 -0.561835  -0.19
C 0.869031 0.292080 -2.166137  -0.54
N -0.405897 0.845249 -1.795426  -0.24
C -1.171691 1.587583 -2.587721  0.47
N -2.066661 2.469970 -2.125958  0.10
C -2.418252 2.769913 -0.754236  -0.92
C -2.926243 2.952588 -3.199701  -0.66
C -2.126909 2.589589 -4.441795  -0.66
N -1.238395 1.539629 -3.941567  0.07
C -0.336735 0.899344 -4.879055  -1.02
H -0.754156 -4.217662 2.564001  0.34
H -0.609842 -3.201353 1.113847  0.39
H -1.621425 -2.676536 2.482247  0.20
H 0.712319 -3.903563 4.363468  0.40
H 0.317648 -2.247991 4.855668  0.11
H 3.027422 -3.373687 4.162310  0.29
H 2.652244 -1.819275 4.925332  0.46
H 4.364653 -1.032176 3.382937  0.49
H 3.314510 0.126259 2.562460  0.31
H 4.144525 -1.168476 1.647765  0.29
H 3.289974 -0.597671 -1.405892  0.32
H 3.188511 0.264197 0.190260  0.28
H 0.830263 -0.800591 -2.249198  0.42
H 1.360094 0.743251 -3.019733  0.48
H -1.552109 2.653515 -0.108401  0.31
H -3.226576 2.136057 -0.397541  0.28
H -2.736188 3.808795 -0.696458  0.26
H -3.085866 4.024115 -3.100939  0.36
H -3.896707 2.449896 -3.164619  0.33
H -1.546609 3.435236 -4.822244  0.34
H -2.748051 2.198442 -5.244395  0.40
H -0.804910 0.935381 -5.859659  0.34
H -0.187717 -0.150073 -4.629035  0.38
H 0.625487 1.410404 -4.958547  0.37
O 1.652158 0.583781 -0.974924  -0.45
O 2.129197 -1.512114 -0.062725  -0.47

Atoms 1-2, force components in eV/Å:
-0.2 0.1 0.1
0.0 -0.1 0.1

Summary:
Charge: +1
ΔE to the lowest compared entry with this formula, charge and spin (kJ/mol): 39.8
HOMO (spin up / spin down) (hartree): -0.3735 / -0.3744
Spin multiplicity: 4
Strongest force on any atom (hartree/bohr): 0.0134
Orbital gap (spin up / spin down) (eV): 6.39 / 5.98

=====

C4H3NO5S | wB97M-V/def2-TZVPD

Last column: Mulliken charge in e.
Cartesian coordinates (Å):
C 1.273172 0.492994 0.161423  0.57
C -0.974216 0.566387 -0.533470  0.48
C 2.560180 -0.106086 0.223006  -0.84
C -0.726596 1.938075 0.054078  0.54
N 0.182223 -0.136999 -0.361444  0.07
O 0.703922 1.754798 0.390964  -0.41
O -2.010987 0.127605 -0.927190  -0.56
O -1.771438 -1.515145 1.380285  -0.43
O -1.511756 -2.431585 -0.794080  -0.53
O -1.253671 2.959614 0.274904  -0.42
S -2.350129 -1.703626 0.078630  0.73
H 3.377422 0.383133 0.707023  0.34
H 2.550530 -1.238885 0.010410  0.24
H -0.048660 -1.090284 -0.664536  0.23

Atoms 1-2, force components in eV/Å:
1.5 -0.2 -0.3
2.8 1.3 1.6

Summary:
ΔE to the lowest compared entry with this formula, charge and spin (kJ/mol): 4.0
HOMO (spin up / spin down) (hartree): -0.3577 / -0.3577
Strongest force on any atom (hartree/bohr): 0.0874
Orbital gap (spin up / spin down) (eV): 8.13 / 8.13

=====

C5H11NO | wB97M-V/def2-TZVPD

Last column: Mulliken charge in e.
Cartesian coordinates (Å):
C -0.910056 -1.791339 -0.496123  -1.06
C -0.072787 -0.663574 -1.023927  0.04
N 1.060533 -0.279141 -0.609134  -0.47
C 1.684692 -0.963232 0.512237  -0.97
H -0.777693 -1.971233 0.576736  0.33
H -1.959541 -1.597333 -0.729563  0.31
H -0.605951 -2.712596 -1.000568  0.33
H -0.508625 -0.100334 -1.861443  0.52
H 1.084617 -0.898067 1.433017  0.31
H 1.862536 -2.028678 0.316888  0.37
H 2.655365 -0.498127 0.701930  0.29
C -1.041805 1.683352 0.554635  -0.80
C 0.252474 2.175524 -0.046099  0.21
O 0.328954 2.743310 -1.110600  -0.52
H -1.477264 2.553308 1.052283  0.34
H -1.793287 1.400857 -0.190538  0.25
H -0.919109 0.891424 1.306021  0.22
H 1.136946 2.055875 0.614245  0.29

Atoms 1-2, force components in eV/Å:
0.1 -0.1 0.0
0.2 0.1 0.1

Summary:
ΔE to the lowest compared entry with this formula, charge and spin (kJ/mol): 197.8
HOMO (hartree): -0.3481
SMILES: C/C=N\C.CC=O
Strongest force on any atom (hartree/bohr): 0.0133
Orbital gap (eV): 10.34

=====

Question: What is the formula in the sixth record?
Answer: C5H11NO